72
Properties=species:S:1:pos:R:3:forces:R:3 method="wB97M-V/def2-TZVPD" e_tot_ha=-4771.319968 largest_force_ev_per_a=1.9 s2=0.7682 homo_energy_ha="-0.306 / -0.306" spin_multiplicity=2 gap_ev="7.55 / 8.15" lumo_energy_ev="-0.78 / -0.17"
V -1.325508 0.841747 -0.799454 1.836 0.106 0.443
O -3.248331 0.621697 -3.088005 -0.027 0.007 -0.213
P -3.383636 -0.457085 -1.926572 -0.265 -0.102 0.128
O -4.327826 -1.530654 -2.180159 -0.108 -0.101 0.220
O -1.892228 -0.759506 -1.595080 -0.707 0.172 -0.428
O -3.797852 0.485010 -0.615228 0.635 0.316 -0.229
P -3.710319 2.143933 -0.367022 -0.180 -0.414 -0.163
O -4.741069 2.701397 -1.440318 0.019 0.092 -0.098
O -4.061700 2.461314 1.012184 -0.096 -0.025 0.040
O -2.295362 2.463099 -0.903216 -0.631 -0.074 0.162
H -4.079352 0.781323 -3.551839 -0.016 0.051 0.003
H -5.473989 3.135078 -0.986536 -0.038 -0.004 -0.016
N -0.512834 0.582844 0.650945 -0.583 -0.338 0.724
P -0.667340 -0.404398 1.932776 0.150 0.123 -0.273
C 0.770428 -0.246081 2.978852 0.225 0.168 0.090
C 1.459867 0.967699 2.995781 -0.004 -0.070 -0.062
C 2.542354 1.131059 3.844319 0.008 -0.056 0.041
C 2.939930 0.086352 4.669521 0.000 0.021 -0.008
C 2.265862 -1.127255 4.642433 -0.065 -0.008 -0.063
C 1.179261 -1.299366 3.794481 0.081 0.109 0.063
C -0.820198 -2.132236 1.473129 -0.058 -0.119 -0.179
C -0.125215 -2.567031 0.343625 0.014 0.000 0.091
C -0.208126 -3.892334 -0.049533 0.010 -0.005 -0.024
C -0.982491 -4.787456 0.675166 -0.016 -0.001 0.004
C -1.666090 -4.363947 1.806821 0.031 0.057 -0.020
C -1.587639 -3.037961 2.207936 0.080 -0.009 0.053
C -2.108645 0.056343 2.887971 -0.131 0.101 0.090
C -3.371360 -0.419391 2.534409 -0.038 0.028 -0.119
C -4.494683 0.022692 3.212155 0.022 0.004 0.013
C -4.365681 0.947315 4.237922 0.017 0.005 0.008
C -3.113326 1.433259 4.587664 -0.049 -0.031 -0.020
C -1.985550 0.991090 3.915985 -0.006 -0.033 0.023
H 1.168925 1.763149 2.320246 -0.027 -0.036 0.009
H 3.085018 2.067551 3.850870 -0.014 -0.023 -0.006
H 3.789486 0.215795 5.328857 -0.019 -0.013 -0.019
H 2.591380 -1.944439 5.273638 -0.013 0.019 -0.017
H 0.665457 -2.251998 3.761915 -0.017 0.007 0.000
H 0.490582 -1.871085 -0.213743 -0.018 0.036 0.026
H 0.327972 -4.222811 -0.930275 -0.013 0.007 0.018
H -1.057795 -5.819192 0.354973 0.011 0.019 0.013
H -2.267779 -5.062626 2.373369 0.008 0.014 -0.001
H -2.119803 -2.715902 3.094693 0.000 0.015 -0.043
H -3.489066 -1.117403 1.713913 0.028 0.019 0.016
H -5.471542 -0.342662 2.922773 0.024 0.015 0.010
H -5.246248 1.300126 4.760111 0.021 -0.007 -0.012
H -3.013869 2.161414 5.381864 -0.001 -0.006 -0.011
H -1.013654 1.376449 4.195787 0.028 -0.027 -0.020
C 2.375914 3.477854 -4.011969 -0.062 0.013 -0.100
C 3.496850 3.252599 -3.019177 -0.076 -0.194 0.069
C 4.751545 2.693583 -3.654363 0.093 0.014 -0.102
O 3.130291 2.397790 -1.898282 -0.082 0.022 0.113
P 2.257782 1.079147 -1.825245 0.013 0.008 -0.245
S 2.674768 0.057415 -0.256781 -0.017 -0.176 0.302
S 0.325255 1.758594 -2.078487 -0.281 0.283 -0.140
O 2.612099 0.411918 -3.223886 0.146 -0.194 -0.312
C 2.334813 -0.933741 -3.713581 0.029 0.253 0.205
C 3.412833 -1.877809 -3.229084 0.097 -0.115 0.049
C 0.935000 -1.405906 -3.379766 -0.070 -0.034 -0.003
H 2.727717 4.181197 -4.770297 -0.006 -0.021 0.018
H 1.490958 3.899598 -3.536027 0.070 -0.013 -0.003
H 2.093838 2.548436 -4.510262 0.025 0.060 0.023
H 3.722007 4.194788 -2.523075 0.055 0.068 0.019
H 4.537163 1.751193 -4.159191 0.004 0.038 0.016
H 5.516230 2.519837 -2.897410 -0.013 0.005 -0.008
H 5.141294 3.403787 -4.387260 -0.007 -0.023 0.021
H 2.426243 -0.801690 -4.790412 -0.040 -0.065 -0.097
H 3.411291 -1.943807 -2.140092 -0.044 -0.013 -0.066
H 4.399651 -1.541062 -3.550790 -0.045 0.011 0.013
H 3.230546 -2.870214 -3.648761 0.049 0.026 0.017
H 0.766194 -1.429505 -2.302774 0.058 -0.011 -0.008
H 0.807751 -2.420937 -3.761647 -0.018 0.030 -0.023
H 0.171523 -0.768001 -3.821457 0.015 0.019 -0.004